C19H25N5OS as an isolated structure. Source: the Open Molecules 2025 dataset; level of theory: ωB97M-V with the def2-TZVPD basis set.

```
51
Properties=species:S:1:pos:R:3:forces:R:3
C -0.92757 -0.94298 2.60641 -4.63 4.97 -6.03
C -1.55491 -2.01737 1.71493 -2.56 -0.90 1.47
O -2.44011 -1.29334 0.79490 -0.95 -3.42 -0.59
C -3.29841 -2.34219 0.03196 -2.79 5.43 1.63
C -4.02325 -1.78378 -1.25454 -6.70 1.05 11.02
H -4.59972 -2.44827 -1.66052 -2.46 -3.87 -3.14
H -3.37815 -1.24803 -1.54804 8.86 6.22 -6.28
C -5.10040 -0.54381 -0.78201 0.94 -6.03 6.16
N -4.54786 0.49825 0.06560 0.75 -1.60 6.66
C -3.64263 1.36619 -0.38643 -1.12 1.12 7.16
N -3.02533 2.34282 0.53466 -4.38 -3.86 -3.85
H -3.05435 1.91592 1.37074 0.66 -1.13 4.09
C -1.89903 2.87691 0.02358 0.42 8.16 2.30
H -2.02272 4.08868 0.71628 0.98 -2.62 -2.23
H -2.04603 3.22898 -1.06264 0.73 -1.02 1.84
C -0.60999 2.44756 0.55775 2.92 0.83 -7.26
N -0.30536 1.08282 -0.23439 1.43 7.84 4.67
C 0.85027 0.67017 -0.38479 7.61 -2.54 -2.59
N 2.01538 1.48022 -0.02090 -9.89 0.54 1.41
C 3.12609 0.94038 -0.01133 0.36 -5.64 -7.63
C 4.19644 1.60389 0.32144 -0.25 5.26 3.88
C 5.40139 1.24585 0.40491 10.51 -2.36 -2.54
C 5.78920 0.07423 -0.39812 -1.49 -2.75 0.09
C 4.68738 -0.70209 -0.80996 3.40 -0.04 -4.46
C 3.41986 -0.14052 -1.07907 0.35 -0.33 6.24
C 2.40176 -0.98997 -1.36768 -2.38 -1.76 -1.81
C 1.05936 -0.70086 -1.18396 6.76 7.84 5.21
C -0.03372 -1.05064 -1.70023 -14.92 -11.73 -4.60
N -1.05897 -1.83749 -1.94002 8.20 7.10 1.32
H 2.50507 -1.97982 -1.82103 0.79 0.30 -0.21
H 4.94260 -1.55831 -1.57850 -0.36 1.18 1.90
C 7.18384 -0.51732 -0.73018 -2.76 2.63 9.16
H 7.30349 -1.38092 -1.14485 -0.42 -5.23 -2.88
H 7.77814 0.13839 -1.14572 3.05 3.63 -2.20
H 7.63543 -0.71367 0.37869 -0.47 0.50 -2.38
H 6.39005 1.90949 0.70209 -3.11 -1.34 -0.31
H 4.06122 2.52709 0.77697 -0.99 1.85 0.86
H -1.14719 0.79464 -0.40663 -5.29 -3.68 -2.10
H -0.44983 2.34539 1.52846 0.09 -0.87 4.39
H 0.12739 3.31215 0.23069 -1.01 -2.24 0.41
S -3.55740 1.65612 -1.83990 0.88 1.06 -10.06
H -4.38351 0.23563 1.32984 -0.75 0.69 -5.37
H -5.60637 -0.13042 -1.51342 -2.30 1.88 -3.87
H -5.92739 -1.17336 -0.05263 2.07 1.98 -1.98
H -2.78627 -3.01492 -0.42088 4.65 -4.34 -2.22
H -3.93345 -2.87193 0.70033 -0.77 0.06 1.06
H -0.90546 -2.73117 1.19905 0.51 0.76 -0.33
H -2.13539 -2.82328 2.43185 0.62 2.05 -1.56
H -0.38960 -0.20089 1.75334 -1.22 -1.79 2.81
H -1.82014 -0.27729 3.13535 2.56 -1.94 -1.11
H -0.26383 -1.36711 3.16852 3.89 -1.91 3.87
```
Forces are in eV/Å.

Output
Maximum force in eV Å⁻¹: 19.525
Orbital gap in eV: 6.82
DFT total energy in eV: -40424.28075
E_LUMO in eV: -0.6

C16H20Cl2N3O2S4W as an isolated structure. Source: the Open Molecules 2025 dataset; level of theory: ωB97M-V with the def2-TZVPD basis set.

```
48
Properties=species:S:1:pos:R:3:forces:R:3
W 0.51402 -0.11572 -1.18099 -0.58 0.21 0.06
C 0.37948 4.45774 -0.98578 0.04 0.00 0.03
C -0.00270 3.01438 -1.17700 0.07 -0.10 0.00
S 1.20094 1.99250 -1.92573 -0.09 -0.06 0.13
C -1.23118 2.51624 -0.90063 0.02 -0.08 -0.08
C -2.37069 3.32523 -0.35795 -0.04 -0.01 0.01
S -1.61618 0.88409 -1.38936 0.18 0.01 -0.03
H 1.45456 4.59110 -1.08508 0.00 0.01 0.00
H 0.08884 4.81576 0.00076 0.01 0.00 0.02
H -0.10806 5.08616 -1.73355 -0.01 0.00 0.01
H -2.09146 4.36500 -0.20793 0.01 0.01 -0.01
H -2.71576 2.91997 0.59425 0.01 0.01 0.01
H -3.21413 3.29867 -1.05102 -0.01 -0.01 0.01
N 3.46542 0.03219 -0.54453 0.11 0.00 -0.07
C 4.15709 -1.26039 -0.60471 -0.06 -0.02 0.01
C 3.71892 -1.99529 -1.89561 -0.07 -0.04 -0.09
C 2.27306 -1.64812 -1.98188 0.42 -0.03 0.08
O 1.47509 -2.00175 -1.04953 -0.05 0.09 0.02
O 1.85163 -0.74668 -2.77108 -0.03 0.08 0.02
H 3.85323 0.69503 -1.20876 0.00 0.00 0.01
H 3.52730 0.45837 0.37154 0.00 -0.02 0.03
H 3.82813 -1.84717 0.25205 0.03 0.01 0.00
H 5.24563 -1.18476 -0.57386 -0.01 -0.01 -0.03
H 3.88414 -3.06759 -1.81267 -0.01 0.00 0.04
H 4.22969 -1.60844 -2.77543 0.00 -0.02 0.00
S -0.89986 -1.72100 -2.74167 0.02 -0.03 0.11
C -2.28490 -2.32107 -1.98950 -0.01 0.02 -0.02
N -2.67872 -2.15763 -0.74511 0.08 0.04 -0.05
C -4.00416 -2.65249 -0.39002 -0.04 -0.04 0.03
C -4.33915 -3.72480 -1.42454 -0.02 0.02 0.00
S -3.38946 -3.28219 -2.91520 -0.02 0.00 0.00
H -2.15948 -1.55694 -0.11673 0.00 -0.01 0.00
H -4.71909 -1.82729 -0.41353 0.01 0.00 -0.03
H -3.97827 -3.06723 0.61647 -0.03 0.02 0.00
H -5.39676 -3.73201 -1.67281 0.00 -0.02 0.01
H -4.04077 -4.71814 -1.09663 0.04 0.01 -0.01
Cl -0.80355 -2.11343 1.90168 -0.02 -0.08 0.11
C -0.09645 -0.74284 2.69177 0.06 0.08 -0.01
C -0.12678 -0.66164 4.07097 -0.04 -0.07 -0.07
C 0.46560 0.41894 4.70151 0.04 0.07 0.00
C 1.10169 1.40210 3.95860 -0.02 -0.06 0.06
C 1.13979 1.30424 2.58127 -0.10 -0.11 -0.14
Cl 1.96671 2.51768 1.67341 0.00 0.04 -0.09
C 0.52338 0.23905 1.90479 0.00 -0.02 0.21
N 0.51664 0.12829 0.54070 0.11 0.11 -0.28
H -0.60965 -1.44367 4.63917 0.00 0.00 0.00
H 0.43967 0.49084 5.77950 0.00 0.01 0.01
H 1.57656 2.24473 4.44034 0.01 0.00 0.00
```
Forces are in eV/Å.

Output
Maximum force in eV Å⁻¹: 0.624
Total charge: +1
Orbital gap in eV: 6.84
DFT total energy in eV: -95690.71172
E_LUMO in eV: -3.9

C14H22Br2F9FeO6 as an isolated structure. Source: the Open Molecules 2025 dataset; level of theory: ωB97M-V with the def2-TZVPD basis set.

```
54
Properties=species:S:1:pos:R:3:forces:R:3
Fe -0.00572 -0.42104 0.15060 0.15 2.49 -0.29
C 0.67672 2.90459 -0.80884 -1.20 -2.19 2.38
O 0.28837 3.79816 0.23650 1.54 2.01 -0.75
O 0.22601 1.70848 -0.16695 0.80 0.74 -3.12
C 0.11744 3.43397 -2.26996 -1.88 0.14 2.69
F -0.03025 2.43645 -3.12517 0.46 0.24 -0.59
F -1.19626 3.96211 -2.08852 2.39 -0.23 -0.77
F 0.94810 4.41363 -2.82088 -1.41 -1.35 0.51
C 0.84152 5.13661 0.26109 -2.49 0.63 -0.40
C -0.35470 6.02207 0.78658 0.93 -0.77 0.29
H -0.01971 7.05146 0.91398 -0.25 0.18 -0.20
H -1.26673 5.91159 0.20001 0.40 0.25 -0.59
H -0.69885 5.66550 1.75742 0.43 -0.12 0.27
H 1.11861 5.51144 -0.72422 -0.20 -0.22 -0.32
H 1.73968 5.33738 0.84512 0.05 -0.79 0.62
H 1.75009 2.90157 -0.99848 0.49 0.07 0.20
C 2.19681 -2.05989 0.30108 -3.35 -0.29 -1.93
O 1.42545 -1.32835 1.33009 2.67 -2.04 1.97
O 1.40101 -1.73434 -0.80899 2.13 0.59 0.83
C 3.76137 -1.84910 0.42796 -1.99 1.81 1.19
F 4.02353 -0.53142 0.41282 0.37 0.01 -0.40
F 4.14072 -2.28062 1.64942 0.10 -0.31 0.47
F 4.54673 -2.47506 -0.40250 0.13 -0.45 -1.38
C 1.50298 -1.89362 2.67383 -0.45 2.95 1.29
C 0.76572 -0.87202 3.61195 -0.90 -1.42 -0.45
H -0.28297 -1.16793 3.58413 -0.23 0.43 0.05
H 1.07506 -1.02725 4.64555 0.28 0.14 0.00
H 0.80091 0.17723 3.31878 0.35 -0.21 -0.14
H 2.50829 -1.86926 3.09438 0.18 -0.53 -0.83
H 1.02716 -2.86647 2.79731 0.15 -0.15 -0.55
H 2.00659 -3.12788 0.40742 0.54 -0.48 0.88
C -2.42264 -0.70479 1.62936 3.36 2.52 1.06
O -1.60778 -1.64821 0.88877 -2.66 -2.83 1.07
O -1.50856 0.36836 1.65620 -2.50 -1.39 -0.94
C -3.89804 -0.56159 1.09974 1.77 1.75 -1.78
F -4.68661 -1.54924 1.34898 -1.52 -2.74 2.35
F -4.52478 0.54851 1.53286 0.52 0.02 0.15
F -3.93188 -0.58172 -0.23164 0.68 1.20 -1.66
C -1.86619 -3.04015 1.26115 -0.02 -0.52 -1.99
C -1.39684 -3.87909 0.06801 0.15 0.12 1.21
H -1.76141 -4.88940 0.25357 0.23 -0.23 -0.21
H -1.89047 -3.48072 -0.81840 0.43 -0.04 -0.12
H -0.30720 -3.85615 0.05180 -0.04 -0.07 -0.68
H -2.90885 -3.35427 1.30903 -0.48 1.15 0.29
H -1.44219 -3.37560 2.20761 0.53 0.57 0.12
H -2.57392 -1.07122 2.64471 -0.06 -0.55 0.46
Br 1.83341 -1.79373 -6.01611 -0.84 0.22 0.87
C 0.78085 -1.69540 -4.26260 0.06 0.62 -0.30
C -0.47536 -0.75731 -4.31550 1.31 -0.83 0.72
Br -1.02492 -0.54826 -2.36124 -0.62 -0.25 -1.92
H 1.51167 -1.34385 -3.53429 -0.13 0.21 -0.17
H 0.61888 -2.74606 -4.02181 -0.53 0.28 -0.16
H -1.29688 -1.15690 -4.91008 -0.03 -0.14 0.46
H -0.25397 0.24881 -4.67161 0.21 -0.16 0.26
```
Forces are in eV/Å.

Output
Maximum force in eV Å⁻¹: 4.332
Total charge: -1
Orbital gap (alpha / beta) in eV: 7.63 / 7.29
⟨S²⟩: 6.0097
DFT total energy in eV: -226088.65865
E_LUMO (alpha / beta) in eV: 2.4 / 2.4
Spin multiplicity: 5

C10H27N5Na2O8Pb as an isolated structure. Source: the Open Molecules 2025 dataset; level of theory: ωB97M-V with the def2-TZVPD basis set.

```
53
Properties=species:S:1:pos:R:3:forces:R:3
Na -27.79914 37.22406 24.78592 -0.95 0.38 0.53
Na -27.17179 34.16311 26.61194 -0.95 0.02 0.59
Pb -29.28847 33.83308 23.07688 -0.69 0.03 1.33
C -29.78517 35.31701 25.66759 1.52 -2.39 -3.07
O -30.21532 35.78727 24.58880 -1.12 3.16 -2.30
O -29.11550 35.84982 26.52388 2.63 3.92 3.11
O -29.67219 34.05875 25.61246 0.27 -5.17 0.17
C -29.32280 30.74133 24.74630 1.36 0.40 1.38
O -29.51391 31.21705 23.42919 0.43 1.64 0.65
C -28.80300 30.48693 22.43398 -3.50 0.34 -0.39
C -29.20628 31.16408 21.09063 3.13 -1.14 0.53
N -28.61460 32.51172 20.97822 0.11 -0.25 1.36
C -29.03438 33.19658 19.81639 -2.39 1.24 -0.90
C -28.90120 34.66681 19.95549 2.62 0.85 -2.71
O -29.65957 35.17455 20.99559 -0.22 0.17 0.78
C -29.71537 36.60227 21.04528 -0.61 0.82 0.77
H -29.93238 29.90689 25.09302 -0.56 0.33 -0.42
H -29.32555 31.60874 25.40637 -1.04 -0.09 0.20
H -28.29549 30.41821 24.91462 0.36 -0.42 -0.56
H -29.36843 29.56022 22.53193 0.88 -0.79 -0.85
H -27.73811 30.36158 22.62994 0.05 0.25 -0.12
H -30.24598 31.24745 20.77410 0.08 -0.65 0.46
H -28.55818 30.52209 20.49405 -0.88 -0.22 -1.31
H -27.60806 32.47881 20.90138 0.40 -0.44 0.41
H -30.12333 33.23207 19.78421 -0.41 -1.26 -0.23
H -28.67339 32.78959 18.87185 0.17 0.16 0.00
H -29.09533 35.12441 18.98543 -1.17 0.05 -0.11
H -27.85759 34.98141 19.95140 0.63 0.08 1.18
H -30.47576 37.01129 20.38000 0.17 -0.25 -0.28
H -28.75956 37.10395 20.89418 0.22 -0.39 -0.40
H -30.03739 36.87156 22.05121 -0.17 -0.17 0.10
C -33.81889 36.94690 24.68891 -0.41 -1.10 0.40
O -34.98328 37.04676 24.61345 -4.54 0.71 -0.18
N -33.22230 36.02802 25.39025 1.05 -3.69 3.03
N -32.96199 37.60771 23.99871 3.86 4.13 -3.32
H -33.87304 35.39126 25.82749 0.55 -0.07 0.27
H -32.22054 35.98584 25.51191 -0.60 -0.22 0.05
H -32.00015 37.52438 24.29538 -0.09 0.31 -0.25
H -33.24989 38.52028 23.67557 0.04 -0.12 -0.06
C -31.38043 32.63399 28.52108 -1.76 -2.36 3.08
O -32.15441 32.12510 29.26863 -1.85 -1.77 1.96
N -30.13172 32.34285 28.42278 5.55 -1.79 -0.25
N -31.67325 33.57083 27.74009 -2.32 5.19 -4.08
H -29.62727 33.05718 27.91745 0.84 -0.87 0.38
H -29.75323 31.53186 28.89091 0.16 0.51 -0.02
H -30.95764 33.79675 27.06410 -1.19 0.53 -0.44
H -32.64097 33.85704 27.78152 0.33 0.40 -0.53
C -30.16001 36.30345 29.78630 -0.92 -0.18 -0.36
O -29.94925 37.37983 28.82987 0.32 -0.87 1.25
H -31.19179 35.95845 29.71919 -0.18 0.05 -0.09
H -29.56841 35.40910 29.59069 0.43 0.07 -0.26
H -30.02575 36.52864 30.84430 0.39 0.82 -0.30
H -29.68957 36.91924 28.02860 -0.07 0.11 -0.18
```
Forces are in eV/Å.

Output
Maximum force in eV Å⁻¹: 6.999
Total charge: +2
Orbital gap in eV: 4.41
DFT total energy in eV: -48702.80894
E_LUMO in eV: -9.0